--- A ---
C15H21N3O2S | ωB97M-V with the def2-TZVPD basis set

Summary:
Total charge: 0
HOMO (eV): -8.0656
Kohn-Sham gap (eV): 8.3
Lowest unoccupied orbital energy (eV): 0.22

Atoms and positions in Å:
C  -5.70775  -0.67630  -0.17308
C  -4.45391  0.07965  0.19992
O  -4.49184  1.25282  0.50689
C  -3.17958  -0.67051  0.17372
C  -3.06430  -1.99088  -0.26706
C  -1.83958  -2.62107  -0.28272
C  -0.68712  -1.95148  0.13939
N  0.52554  -2.62663  0.09603
C  1.79960  -2.14116  0.29158
S  2.85215  -3.07590  1.16599
N  2.17559  -0.97332  -0.26067
C  3.53162  -0.51297  -0.01167
C  3.72120  0.89533  -0.59933
N  2.54013  1.71820  -0.47056
C  2.21241  2.05017  0.90434
C  1.21049  3.20445  0.98144
O  -0.10404  2.68868  0.92399
C  1.44277  1.15642  -1.24631
C  1.55029  -0.37262  -1.42076
C  -0.80366  -0.64643  0.61817
C  -2.02792  -0.02050  0.62426
H  -6.56628  -0.01831  -0.06598
H  -5.64528  -1.01539  -1.20498
H  -5.83281  -1.54203  0.47309
H  -3.93059  -2.53414  -0.61037
H  -1.75892  -3.64204  -0.62762
H  0.46816  -3.62246  0.27106
H  4.25678  -1.21419  -0.44472
H  3.69192  -0.50658  1.06997
H  4.55802  1.38424  -0.09698
H  3.96013  0.83382  -1.66425
H  1.79668  1.20682  1.47541
H  3.13966  2.36658  1.38707
H  1.35721  3.74351  1.92710
H  1.39652  3.89354  0.14798
H  -0.73567  3.41388  0.96662
H  0.50292  1.41569  -0.76204
H  1.45391  1.61608  -2.24170
H  2.17190  -0.60452  -2.29657
H  0.56394  -0.80085  -1.58686
H  0.06052  -0.13115  1.00175
H  -2.11080  0.99155  0.98844


--- B ---
C15H21N3O2S | ωB97M-V with the def2-TZVPD basis set

Summary:
Total charge: 0
HOMO (eV): -7.1565
Kohn-Sham gap (eV): 6.7
Lowest unoccupied orbital energy (eV): -0.44

Atoms and positions in Å:
C  6.00696  1.24589  -1.87734
C  6.66370  0.92547  -0.58016
C  6.24941  2.04537  0.45517
C  4.65066  1.95522  0.78204
C  4.08713  0.51790  1.29065
C  3.28378  -0.30206  0.50287
C  2.76579  -1.62868  1.28163
C  2.15874  -2.45695  0.11528
C  0.82179  -1.57664  -0.36313
N  0.54854  -1.40673  -1.71708
N  -0.50076  -1.11062  -1.95750
C  -1.19325  -0.66748  -0.73028
N  -2.46708  -0.20319  -0.88503
C  -3.25426  -0.05591  0.52161
O  -2.72487  -0.52535  1.53482
C  -4.53179  0.53271  0.26913
C  -5.36958  0.99914  1.03689
C  -6.56218  1.50735  0.48116
C  -6.17214  1.45525  -1.02881
O  -5.01874  1.03177  -0.90264
S  -0.42761  -1.49491  0.69179
H  6.22063  0.66031  -2.59466
H  4.95094  1.11659  -1.81331
H  6.11562  2.31715  -2.03510
H  6.19721  -0.04448  -0.00360
H  7.58420  0.97542  -0.61319
H  6.43152  3.15239  0.18008
H  6.66701  1.75226  1.23194
H  4.41323  2.68852  1.48065
H  3.99190  2.14650  -0.08944
H  3.32884  0.92245  2.11566
H  4.91861  0.18756  1.92268
H  2.51582  0.28012  0.10532
H  4.00966  -0.35990  -0.42789
H  2.16420  -1.23819  1.82126
H  3.65701  -2.01939  1.42849
H  1.89645  -3.18737  0.58919
H  2.67894  -2.66932  -0.62038
H  -2.75122  0.12542  -1.65875
H  -5.42458  0.89426  1.91437
H  -7.52893  1.86888  0.91945
H  -6.61078  1.90896  -1.78104


--- C ---
C15H21N3O2S | ωB97M-V with the def2-TZVPD basis set

Summary:
Total charge: 0
HOMO (eV): -7.8933
Kohn-Sham gap (eV): 8.6
Lowest unoccupied orbital energy (eV): 0.72

Atoms and positions in Å:
C  -0.86296  -0.16470  -2.41906
C  -1.20046  -1.45302  -1.66725
C  -0.03534  -2.43719  -1.70982
O  -1.48501  -1.22829  -0.29208
C  -2.76811  -0.74402  0.02199
C  -2.83462  0.77263  0.30956
O  -4.17246  1.21105  0.22063
C  -2.23399  1.13570  1.67246
C  -0.73392  0.85642  1.76495
C  0.04494  1.75388  0.87436
N  -0.36412  2.90543  0.45161
N  0.61177  3.37320  -0.35876
C  1.65091  2.50729  -0.46060
S  3.02146  2.72360  -1.33329
N  1.28357  1.44740  0.34961
C  2.06732  0.30023  0.58299
C  2.26727  -0.15621  1.88032
C  3.04650  -1.27694  2.09974
C  3.63818  -1.93590  1.03511
C  3.45167  -1.46829  -0.25427
C  2.66552  -0.35401  -0.48735
H  -0.55972  -0.40339  -3.43498
H  -0.04551  0.35272  -1.92389
H  -1.72422  0.49733  -2.46469
H  -2.08289  -1.91642  -2.13939
H  0.83263  -2.00128  -1.22279
H  -0.30222  -3.35013  -1.18451
H  0.21353  -2.67849  -2.73901
H  -3.09507  -1.28885  0.91880
H  -3.47472  -0.96545  -0.78885
H  -2.30617  1.32249  -0.47252
H  -4.67591  0.82151  0.94509
H  -2.74704  0.56197  2.44962
H  -2.41279  2.19786  1.84597
H  -0.41597  1.01413  2.79960
H  -0.52469  -0.18000  1.49254
H  0.53256  4.26467  -0.81788
H  1.83467  0.37558  2.71330
H  3.20012  -1.62884  3.10879
H  4.25057  -2.80696  1.21194
H  3.91721  -1.97265  -1.08730
H  2.52752  0.01597  -1.49071


According to the calculations, the structures order from most to least stable as C, A, B.